Record 1
C24H28N4O4S | ωB97M-V/def2-TZVPD

Values from the calculation:
* largest force on an atom: 1.178 eV/A
* highest occupied orbital energy: -7.87 eV
* total charge: 0
* LUMO energy: -0.510 eV
* SMILES: CCN(CC)S(=O)(=O)c1ccc2[nH]c(=O)cc(C(=O)Nc3ccccc3N3CCCC3)c2c1
* relative energy (zero: lowest compared OMol25 entry of this formula, charge and spin): 169.6 kJ/mol

Element x y z (Å)
C (-3.664, -2.570, -1.586)
C (-2.690, -1.571, -0.971)
N (-2.898, -1.420, 0.451)
C (-1.962, -1.962, 1.405)
C (-2.066, -3.481, 1.518)
S (-3.943, -0.227, 0.888)
O (-5.117, -0.318, 0.069)
O (-4.100, -0.255, 2.311)
C (-3.121, 1.316, 0.445)
C (-3.911, 2.397, 0.071)
C (-3.323, 3.611, -0.197)
C (-1.934, 3.753, -0.102)
N (-1.346, 4.960, -0.342)
C (0.004, 5.233, -0.237)
O (0.429, 6.350, -0.449)
C (0.817, 4.078, 0.109)
C (0.300, 2.843, 0.310)
C (1.206, 1.688, 0.655)
O (0.912, 0.831, 1.463)
N (2.367, 1.690, -0.047)
C (3.478, 0.873, 0.312)
C (4.607, 1.529, 0.781)
C (5.695, 0.832, 1.268)
C (5.624, -0.550, 1.320)
C (4.522, -1.215, 0.829)
C (3.432, -0.534, 0.260)
N (2.396, -1.223, -0.306)
C (2.363, -2.674, -0.299)
C (1.161, -3.028, -1.168)
C (1.182, -1.912, -2.207)
C (1.559, -0.692, -1.366)
C (-1.128, 2.646, 0.247)
C (-1.757, 1.427, 0.530)
H (-3.533, -3.555, -1.148)
H (-3.505, -2.635, -2.660)
H (-4.679, -2.233, -1.394)
H (-1.656, -1.881, -1.145)
H (-2.838, -0.591, -1.440)
H (-2.223, -1.508, 2.362)
H (-0.932, -1.675, 1.150)
H (-3.085, -3.762, 1.768)
H (-1.400, -3.835, 2.301)
H (-1.791, -3.963, 0.583)
H (-4.978, 2.254, 0.002)
H (-3.923, 4.465, -0.474)
H (-1.938, 5.748, -0.583)
H (1.871, 4.289, 0.214)
H (2.583, 2.509, -0.598)
H (4.613, 2.611, 0.781)
H (6.565, 1.358, 1.627)
H (6.442, -1.118, 1.737)
H (4.508, -2.291, 0.880)
H (3.278, -3.092, -0.743)
H (2.265, -3.048, 0.723)
H (0.246, -2.980, -0.577)
H (1.245, -4.021, -1.605)
H (0.232, -1.782, -2.722)
H (1.956, -2.111, -2.949)
H (2.094, 0.060, -1.952)
H (0.655, -0.227, -0.950)
H (-1.162, 0.589, 0.849)

natural (NBO) atomic charge list, values in e, 5 entries:
1 C -0.62
2 C -0.22
3 N -0.71
4 C -0.22
5 C -0.61



Record 2
C24H28N4O5 | ωB97M-V/def2-TZVPD

Values from the calculation:
* largest force on an atom: 19.197 eV/A
* highest occupied orbital energy: -7.91 eV
* total charge: 0
* LUMO energy: -0.486 eV
* relative energy (zero: lowest compared OMol25 entry of this formula, charge and spin): 2489.0 kJ/mol

Element x y z (Å)
C (-3.598, -2.606, 2.193)
C (-5.019, -1.920, 1.701)
C (-5.499, -0.829, 2.510)
H (-5.333, -0.993, 3.589)
H (-6.499, -0.314, 2.316)
C (-4.538, 0.668, 2.364)
N (-3.064, 0.652, 2.867)
C (-2.195, 0.657, 1.784)
O (-1.010, 0.664, 2.213)
C (-2.455, 0.647, 0.421)
N (-1.164, 0.106, -0.459)
C (-1.167, -0.778, -1.357)
O (-2.280, -1.224, -1.437)
C (0.152, -1.139, -1.767)
N (0.915, 0.038, -1.757)
N (2.345, -0.140, -2.011)
C (2.796, -1.171, -2.492)
O (4.045, -1.281, -2.886)
C (1.756, -2.481, -2.836)
C (2.430, -3.675, -3.289)
C (1.500, -4.604, -3.537)
C (0.364, -4.699, -3.012)
C (-0.262, -3.534, -2.488)
C (0.686, -2.413, -2.260)
H (-1.434, -3.353, -2.396)
H (-0.547, -5.468, -3.106)
H (1.855, -5.439, -3.783)
H (3.326, -3.750, -3.761)
C (3.127, 1.036, -1.789)
C (3.868, 1.509, -2.745)
C (4.604, 2.569, -2.692)
C (4.527, 3.385, -1.456)
C (3.677, 2.770, -0.386)
C (2.914, 1.821, -0.570)
O (2.066, 1.249, 0.314)
C (1.879, 1.615, 1.469)
H (0.992, 1.341, 1.936)
H (2.953, 1.594, 2.304)
H (1.627, 2.821, 1.417)
H (3.781, 3.201, 0.509)
O (5.376, 4.336, -1.032)
C (5.597, 4.933, 0.071)
H (4.472, 5.546, 0.223)
H (5.726, 4.547, 0.912)
H (6.133, 5.899, -0.246)
H (5.170, 3.030, -3.255)
H (3.878, 1.055, -3.650)
H (-0.442, 0.751, 0.093)
H (-3.245, -0.151, -0.018)
H (-2.615, 1.579, 0.038)
C (-3.045, 0.592, 4.089)
H (-3.582, 1.432, 4.547)
H (-2.143, 0.676, 4.284)
H (-3.342, -0.320, 4.739)
H (-4.731, 0.854, 1.419)
H (-5.057, 1.181, 2.997)
H (-4.776, -1.454, 0.584)
H (-5.577, -2.650, 1.635)
H (-3.364, -3.480, 1.430)
H (-2.740, -2.040, 2.376)
H (-3.815, -2.848, 3.130)

natural (NBO) atomic charge list, values in e, 5 entries:
1 C -0.60
2 C -0.36
3 C -0.40
4 H 0.20
5 H 0.22



Record 3
C24H28NO3Pd | ωB97M-V/def2-TZVPD

Values from the calculation:
* largest force on an atom: 2.656 eV/A
* ⟨S²⟩: 6.0284
* highest occupied orbital energy (spin up / spin down): -11.05 / -11.71 eV
* total charge: +1
* LUMO energy (spin up / spin down): -2.004 / -5.765 eV
* spin multiplicity: 5

Element x y z (Å)
C (1.933, -0.180, 2.494)
C (2.065, -0.923, 1.276)
C (1.929, -0.030, 0.187)
H (2.337, -1.972, 1.159)
C (1.642, 1.269, 0.707)
C (1.718, 1.203, 2.133)
H (1.419, 2.148, 0.118)
C (-0.898, -2.057, 3.026)
C (-0.056, -3.057, 2.490)
C (-0.150, -3.051, 1.078)
H (0.533, -3.760, 3.065)
C (-1.005, -2.006, 0.696)
C (-1.620, -1.440, 1.914)
H (2.069, -0.279, -0.862)
H (1.751, 2.065, 2.789)
H (2.081, -0.565, 3.498)
H (-2.618, -0.997, 1.905)
H (0.318, -3.740, 0.371)
H (-1.124, -1.846, 4.067)
Pd (-0.212, 0.076, 1.746)
C (-1.457, -1.620, -0.674)
C (-3.013, -1.666, -0.671)
C (-0.961, -2.613, -1.733)
H (-3.298, -2.670, -0.311)
H (-3.415, -1.566, -1.690)
H (-3.488, -0.927, -0.011)
H (-1.297, -3.630, -1.477)
H (0.138, -2.582, -1.819)
H (-1.405, -2.312, -2.696)
C (-0.766, -0.277, -0.967)
C (-1.704, 0.860, -1.229)
H (0.063, -0.416, -1.667)
H (-0.216, 0.195, -0.113)
O (-2.426, 1.189, -0.285)
N (-1.471, 1.476, -2.489)
C (-0.280, 2.345, -2.446)
H (-2.251, 2.045, -2.792)
C (1.000, 1.675, -2.904)
C (2.194, 2.335, -2.583)
H (2.108, 3.285, -2.039)
C (3.427, 1.782, -2.930)
H (4.328, 2.336, -2.653)
C (3.467, 0.554, -3.603)
H (4.440, 0.126, -3.838)
C (2.286, -0.135, -3.898)
H (2.325, -1.101, -4.405)
C (1.045, 0.420, -3.539)
H (0.117, -0.123, -3.756)
H (-0.115, 2.579, -1.373)
H (-0.449, 3.294, -3.003)
C (-1.849, 2.461, 4.681)
C (-1.207, 1.474, 3.732)
O (-0.455, 0.547, 4.162)
O (-1.466, 1.647, 2.471)
H (-1.528, 2.300, 5.711)
H (-2.936, 2.378, 4.613)
H (-1.602, 3.476, 4.367)

Löwdin atomic charge list, values in e, 5 entries:
1 C -0.10
2 C -0.09
3 C -0.07
4 H 0.12
5 C -0.09



Record 4
C24H29BN3 | ωB97M-V/def2-TZVPD

Values from the calculation:
* largest force on an atom: 4.169 eV/A
* highest occupied orbital energy: -9.93 eV
* total charge: +1
* LUMO energy: -3.733 eV
* relative energy (zero: lowest compared OMol25 entry of this formula, charge and spin): 13.2 kJ/mol

Element x y z (Å)
C (-4.182, -4.797, -3.556)
N (-2.830, -5.025, -3.066)
C (-2.159, -6.154, -3.679)
C (-2.246, -4.280, -2.054)
C (-0.961, -4.600, -1.455)
C (-0.432, -3.812, -0.474)
N (-0.890, -2.553, -0.106)
B (-0.346, -1.663, 1.048)
H (0.098, -0.157, 1.029)
C (-2.170, -2.352, -0.600)
C (-2.825, -3.086, -1.494)
H (-4.820, -4.440, -2.750)
H (-4.212, -4.057, -4.384)
H (-4.595, -5.764, -3.918)
H (-1.149, -6.267, -3.307)
H (-2.716, -7.097, -3.464)
H (-2.111, -6.043, -4.796)
H (-0.462, -5.484, -1.785)
H (0.478, -4.184, 0.020)
H (-1.184, -1.491, 1.887)
H (0.757, -2.010, 1.460)
H (-2.672, -1.435, -0.154)
H (-3.850, -2.777, -1.842)
C (-0.056, 0.053, -1.996)
C (0.739, 1.217, -1.551)
N (1.483, 2.003, -2.333)
C (2.021, 3.047, -1.647)
C (1.570, 2.995, -0.316)
C (1.830, 4.085, 0.512)
C (2.595, 5.141, 0.030)
C (3.104, 5.173, -1.274)
C (2.830, 4.112, -2.150)
C (0.826, 1.712, -0.232)
C (0.180, 1.076, 0.887)
C (0.606, 1.538, 2.236)
C (1.936, 1.889, 2.480)
C (2.332, 2.443, 3.674)
C (1.392, 2.763, 4.662)
C (1.788, 3.522, 5.908)
C (0.064, 2.461, 4.410)
C (-0.372, 1.894, 3.210)
H (-0.565, -0.348, -1.119)
H (-0.824, 0.367, -2.732)
H (0.586, -0.733, -2.448)
H (1.610, 1.857, -3.370)
H (1.390, 4.156, 1.498)
H (2.816, 5.993, 0.680)
H (3.735, 6.015, -1.625)
H (3.196, 4.062, -3.165)
H (-0.995, 1.054, 0.744)
H (2.695, 1.759, 1.676)
H (3.389, 2.637, 3.856)
H (0.915, 3.632, 6.554)
H (2.548, 2.994, 6.495)
H (2.194, 4.522, 5.697)
H (-0.656, 2.665, 5.193)
H (-1.424, 1.773, 3.000)

natural (NBO) atomic charge list, values in e, 5 entries:
1 C -0.42
2 N -0.35
3 C -0.41
4 C 0.32
5 C -0.31



largest force on an atom of number 3 (C24H28NO3Pd)?
2.656 eV/A



Among the records above, which one has the highest largest force on an atom?
C24H28N4O5



Look up the largest force on an atom of the third one.
2.656 eV/A